27
Properties=species:S:1:pos:R:3:mulliken_charge:R:1 method="wB97M-V/def2-TZVPD" max_force_ev_per_a=2.839 e_above_lowest_ev=2.9190 homo_ev=-10.434 smiles=O.O.O.O.O.O.O.O.O spin_multiplicity=1
O 2.50 0.90 -3.12 -0.658
H 3.26 0.27 -3.18 0.304
H 1.76 0.37 -2.91 0.376
O 1.36 -1.79 1.43 -0.647
H 1.09 -0.90 1.69 0.392
H 0.64 -2.47 1.52 0.276
O -1.62 -0.75 2.45 -0.571
H -2.15 0.04 2.44 0.319
H -1.97 -1.27 1.74 0.249
O -0.79 0.51 -0.14 -0.685
H -1.55 -0.10 -0.40 0.336
H -0.08 0.05 -0.65 0.349
O 2.69 1.56 -0.32 -0.605
H 3.47 0.96 -0.28 0.282
H 2.23 1.56 -1.16 0.320
O 0.89 0.91 1.92 -0.697
H 0.44 0.81 1.06 0.429
H 0.14 0.91 2.55 0.271
O 1.08 -0.83 -1.57 -0.705
H 0.66 -1.63 -1.91 0.264
H 1.85 -1.04 -1.07 0.312
O -2.54 -1.40 -0.13 -0.609
H -2.68 -1.86 -0.92 0.244
H -3.12 -1.74 0.54 0.305
O -2.69 2.35 0.50 -0.650
H -2.85 2.87 -0.26 0.322
H -2.03 1.71 0.19 0.478

---

23
Properties=species:S:1:pos:R:3:mulliken_charge:R:1 method="wB97M-V/def2-TZVPD" max_force_ev_per_a=3.634 e_above_lowest_ev=4.7860 charge=+2 homo_ev="-18.418 / -18.311" spin_multiplicity=2
C 0.18 0.42 -2.27 -1.278
C -0.69 -0.28 -1.29 0.043
C -1.25 0.11 -0.10 -0.488
C 0.25 -1.19 0.59 -1.358
C -1.16 1.56 0.53 -0.072
C -1.01 2.69 -0.45 -1.144
N 2.31 -2.76 2.26 -0.287
H 0.87 -0.22 -2.80 0.399
H 0.85 1.15 -1.79 0.298
H -0.45 0.95 -3.00 0.401
H -1.03 -1.25 -1.72 0.555
H -2.01 -0.44 0.47 0.696
H -0.44 -1.48 1.35 0.539
H 0.87 -0.32 0.70 0.513
H 0.55 -2.02 -0.04 0.537
H -0.21 1.41 1.06 0.140
H -2.05 1.81 1.12 0.395
H -1.56 2.42 -1.36 0.278
H 0.03 2.83 -0.79 0.262
H -1.34 3.64 -0.06 0.383
H 2.37 -2.33 3.19 0.391
H 1.67 -3.57 2.25 0.401
H 3.26 -3.13 2.15 0.396

---

14
Properties=species:S:1:pos:R:3:mulliken_charge:R:1 method="wB97M-V/def2-TZVPD" max_force_ev_per_a=1.180 e_above_lowest_ev=0.3798 homo_ev=-9.028 smiles=CNCO.O spin_multiplicity=1
C -0.65 -0.17 0.21 -0.694
N -0.70 1.24 -0.18 -0.245
C -0.15 1.61 -1.42 -0.471
O -0.71 0.93 -2.57 -0.525
H -0.28 -0.24 1.23 0.243
H 0.02 -0.65 -0.51 0.301
H -1.63 -0.63 0.20 0.248
H -1.52 1.79 0.02 0.210
H -0.21 2.69 -1.52 0.340
H 0.88 1.30 -1.51 0.307
H -1.63 1.17 -2.72 0.285
O 2.23 -3.32 2.67 -0.638
H 1.68 -2.53 2.57 0.314
H 2.66 -3.20 3.52 0.324

---

16
Properties=species:S:1:pos:R:3:mulliken_charge:R:1 method="wB97M-V/def2-TZVPD" max_force_ev_per_a=4.337 e_above_lowest_ev=0.2148 homo_ev=-9.600 smiles="CC(=O)c1ccccn1" spin_multiplicity=1
C 2.59 -1.04 0.07 -1.040
C 1.72 0.16 -0.01 0.665
O 2.21 1.30 -0.03 -0.598
C 0.15 0.06 0.02 0.436
C -0.57 1.26 -0.10 -0.451
C -2.04 1.09 0.06 -0.348
C -2.57 -0.17 0.09 -0.532
C -1.74 -1.29 -0.08 -0.116
N -0.43 -1.18 -0.07 -0.445
H 2.13 -1.75 0.87 0.283
H 2.51 -1.65 -0.86 0.262
H 3.64 -0.81 0.23 0.336
H 0.02 2.27 0.03 0.299
H -2.58 1.99 0.06 0.441
H -3.62 -0.24 0.12 0.397
H -2.01 -2.33 -0.08 0.412

---

32
Properties=species:S:1:pos:R:3:mulliken_charge:R:1 method="wB97M-V/def2-TZVPD" max_force_ev_per_a=6.043 e_above_lowest_ev=0.0000 homo_ev=-8.177 smiles=CN([C@H]1CCc2ccccc21)[C@](C)(N)F spin_multiplicity=1
C -0.70 -0.16 1.60 -1.224
N -1.08 -0.24 0.20 0.203
C -0.16 0.26 -0.77 0.019
C 0.01 1.85 -0.75 -0.833
C 1.27 2.10 0.14 -0.963
C 2.00 0.75 0.08 0.684
C 3.30 0.58 0.45 -0.828
C 3.87 -0.66 0.22 -0.410
C 3.11 -1.73 -0.23 -0.750
C 1.76 -1.53 -0.67 -0.381
C 1.22 -0.23 -0.48 -0.184
C -2.50 -0.18 -0.09 0.672
C -3.19 -1.57 0.44 -1.403
N -2.72 0.08 -1.44 -0.520
F -3.01 0.85 0.81 -0.438
H 0.23 0.35 1.63 0.477
H -1.38 0.41 2.18 0.285
H -0.80 -1.24 1.88 0.319
H -0.67 -0.23 -1.64 0.610
H -0.81 2.41 -0.41 0.537
H 0.21 2.28 -1.77 0.311
H 0.82 2.17 1.14 0.317
H 1.90 2.97 -0.26 0.349
H 3.85 1.33 0.93 0.512
H 4.88 -0.95 0.54 0.324
H 3.65 -2.61 -0.60 0.320
H 1.14 -2.39 -1.02 0.392
H -3.07 -1.78 1.43 0.457
H -2.66 -2.33 -0.23 0.314
H -4.31 -1.38 0.27 0.376
H -3.44 -0.30 -2.05 0.227
H -2.72 1.11 -1.54 0.226

---

16
Properties=species:S:1:pos:R:3:mulliken_charge:R:1 method="wB97M-V/def2-TZVPD" max_force_ev_per_a=3.567 e_above_lowest_ev=1.4290 homo_ev=-10.273 smiles=C#C[C@@H](Cl)C(C)C spin_multiplicity=1
C 2.93 -1.90 0.05 0.088
C 2.09 -1.06 0.31 -1.062
C 1.28 0.17 0.66 0.097
Cl 2.01 1.59 -0.21 -0.182
C -0.20 0.04 0.20 0.667
C -0.44 -0.68 -1.06 -1.403
C -0.84 1.45 0.42 -1.363
H 3.39 -2.81 -0.07 0.496
H 1.29 0.37 1.71 0.460
H -0.71 -0.59 0.97 0.117
H -1.41 -0.56 -1.56 0.381
H -0.37 -1.77 -1.02 0.359
H 0.29 -0.26 -1.82 0.268
H -0.88 2.11 -0.42 0.358
H -1.87 1.30 0.89 0.335
H -0.33 1.98 1.23 0.385

---

13
Properties=species:S:1:pos:R:3:mulliken_charge:R:1 method="wB97M-V/def2-TZVPD" max_force_ev_per_a=0.877 e_above_lowest_ev=5.0565 homo_ev=-8.120 spin_multiplicity=1
C 1.43 -0.50 -0.37 -0.506
C 0.86 0.50 0.59 -0.104
C -0.35 1.36 0.31 -0.250
C 0.01 -0.32 -0.65 0.149
C -1.25 -0.59 0.16 -0.629
N -1.48 0.80 0.63 -0.506
H 1.68 -1.44 0.11 0.238
H 2.11 -0.17 -1.14 0.243
H 0.70 0.05 1.58 0.168
H -0.28 2.39 -0.01 0.355
H -0.21 0.17 -1.62 0.250
H -1.10 -1.41 0.88 0.262
H -2.12 -0.85 -0.46 0.330

---

10
Properties=species:S:1:pos:R:3:mulliken_charge:R:1 method="wB97M-V/def2-TZVPD" max_force_ev_per_a=3.231 e_above_lowest_ev=1.6693 charge=-1 homo_ev=-2.756 spin_multiplicity=1
S 1.19 -1.86 1.57 -0.835
H 1.91 -2.99 1.32 -0.061
C -0.97 0.27 -1.18 -0.510
C 0.27 1.17 0.59 -0.083
N -0.24 1.49 -0.52 -0.498
H -0.46 0.11 -2.20 0.191
H -2.00 0.70 -1.15 0.241
H -0.87 -0.64 -0.62 0.259
H 1.22 1.46 1.03 0.255
H -0.04 0.29 1.17 0.042

---

63
Properties=species:S:1:pos:R:3:mulliken_charge:R:1 method="wB97M-V/def2-TZVPD" max_force_ev_per_a=3.506 e_above_lowest_ev=1.1651 homo_ev=-7.108 spin_multiplicity=1
Zr 0.71 0.21 1.21 1.138
O -0.50 2.44 4.86 -0.762
C 0.04 1.83 3.94 0.571
N -0.33 1.67 2.67 -0.159
C -1.72 1.85 2.34 0.747
C -2.72 2.17 3.24 -0.241
C -4.05 2.24 2.86 -0.829
C -4.35 2.12 1.53 -0.742
C -3.42 1.74 0.57 -0.793
C -2.06 1.64 0.98 -0.179
N -0.97 1.29 0.16 0.127
C -0.96 1.55 -1.20 0.196
O -1.77 2.10 -1.90 -0.673
C 0.45 1.27 -1.83 -0.134
C 0.60 1.69 -3.13 -0.500
C 1.93 1.70 -3.67 -0.500
C 2.98 1.27 -2.85 -0.971
C 2.66 0.80 -1.54 -0.095
N 1.38 0.71 -1.09 0.520
C 1.53 1.51 4.12 0.325
C 2.24 2.00 5.28 -0.911
C 3.56 1.55 5.43 -0.248
C 4.14 0.73 4.46 -0.924
C 3.40 0.43 3.31 -0.148
N 2.10 0.82 3.16 -0.056
H -2.44 2.36 4.31 0.341
H -4.81 2.59 3.51 0.392
H -5.39 2.27 1.20 0.312
H -3.58 1.68 -0.48 0.756
H -0.31 2.07 -3.61 0.550
H 2.11 2.01 -4.67 0.505
H 4.00 1.23 -3.20 0.422
H 3.44 0.39 -0.88 0.319
H 1.75 2.73 5.87 0.491
H 4.20 1.85 6.24 0.416
H 5.16 0.44 4.48 0.440
H 3.81 -0.18 2.49 0.372
C -0.89 -3.62 -3.13 -0.976
Se -0.69 -1.69 -3.36 0.135
C -2.16 -1.57 -4.71 -0.658
C -3.58 -1.87 -4.23 -0.939
Se -4.52 -0.62 -3.01 0.062
C -3.89 -1.17 -1.20 -0.742
H -1.94 -3.88 -2.80 0.264
H -0.28 -3.95 -2.22 0.175
H -0.67 -4.19 -3.97 0.402
H -1.86 -2.29 -5.50 0.395
H -2.05 -0.50 -5.07 0.341
H -3.73 -2.94 -4.13 0.422
H -4.17 -1.62 -5.10 0.390
H -4.61 -0.88 -0.49 0.416
H -2.93 -0.67 -0.93 -0.016
H -3.78 -2.26 -1.16 0.351
C 4.40 -2.34 0.25 -1.199
C 2.89 -1.91 0.35 0.672
N 2.00 -2.67 -0.26 -0.031
O 2.61 -0.83 0.90 0.176
H 5.01 -1.58 -0.29 0.234
H 4.46 -3.32 -0.29 0.430
H 4.81 -2.47 1.27 0.316
H 2.28 -3.63 -0.50 0.267
H 1.00 -2.50 -0.07 -0.274
Se -0.53 -1.82 1.49 -0.686

---

28
Properties=species:S:1:pos:R:3:mulliken_charge:R:1 method="wB97M-V/def2-TZVPD" max_force_ev_per_a=4.398 e_above_lowest_ev=1.5936 charge=+1 homo_ev="-11.195 / -11.937" spin_multiplicity=1
C -4.53 0.61 -0.59 -0.309
C -4.36 -0.43 0.31 -0.446
C -3.37 1.40 -0.95 -0.551
C -3.12 -0.61 0.93 -0.609
C -2.13 1.02 -0.56 -0.284
C -1.99 0.11 0.50 1.276
C 0.28 -2.12 -0.05 0.168
C 1.82 -0.34 0.16 0.825
C -0.83 -0.11 1.27 -0.865
C 4.15 -0.53 -0.68 -0.939
C 3.31 1.54 0.47 -1.014
N 1.44 -1.48 -0.35 -0.106
N 3.06 0.17 -0.02 0.018
O -0.04 -3.18 -0.41 -0.362
S 0.70 0.63 1.16 -0.159
H -5.62 0.98 -0.93 0.264
H -5.22 -1.11 0.44 0.355
H -3.59 2.28 -1.65 0.310
H -3.06 -1.26 1.74 0.379
H -1.24 1.58 -0.97 0.287
H -0.88 -0.82 2.09 0.415
H 4.04 -1.50 -1.07 0.367
H 4.32 0.22 -1.56 0.335
H 4.93 -0.61 0.12 0.321
H 2.72 2.22 -0.35 0.328
H 2.93 1.58 1.43 0.452
H 4.36 1.88 0.43 0.313
H 1.92 -2.14 -0.92 0.229

---

72
Properties=species:S:1:pos:R:3:mulliken_charge:R:1 method="wB97M-V/def2-TZVPD" max_force_ev_per_a=15.338 e_above_lowest_ev=31.4766 homo_ev=-7.799 spin_multiplicity=1
C 2.73 -0.58 -1.42 -1.339
O 1.52 -1.21 -1.19 -1.014
H 3.62 -1.16 -1.16 0.379
H 2.85 -0.41 -2.49 0.402
H 2.70 0.39 -0.92 0.157
H 1.25 -1.67 -1.99 0.278
C 0.61 1.13 -2.71 -0.668
O -0.18 2.01 -1.92 -0.586
H 0.11 0.64 -3.54 0.357
H 1.50 1.66 -3.06 0.465
H 1.00 0.37 -2.02 0.602
H -0.69 2.59 -2.49 0.393
C -0.08 0.13 0.24 -2.285
O 1.31 0.18 0.41 -0.574
H -0.56 0.85 0.90 0.309
H -0.23 0.33 -0.82 -0.155
H -0.32 -0.92 0.42 -0.857
H 1.66 -0.51 -0.16 -0.547
C -2.09 0.27 -1.30 0.354
C -2.29 0.81 -2.75 -0.876
O -3.55 0.51 -3.35 -0.592
H -1.08 0.57 -1.01 0.444
H -2.09 -0.82 -1.28 0.557
H -2.79 0.79 -0.65 0.619
H -1.48 0.46 -3.39 0.008
H -2.26 1.90 -2.79 0.375
H -4.01 1.29 -3.65 0.365
C 0.62 -2.96 -0.69 -1.123
C -0.81 -2.50 -0.44 0.490
O -1.69 -3.51 -1.02 -0.620
H 1.43 -2.34 -0.30 0.722
H 0.74 -2.94 -1.77 0.013
H 0.79 -3.97 -0.32 0.849
H -0.98 -1.51 -0.87 -0.827
H -1.04 -2.35 0.61 0.295
H -1.53 -4.35 -0.59 0.419
C 2.39 3.31 2.11 -1.474
C 2.12 1.91 1.46 -0.325
O 1.20 1.94 0.43 -0.712
H 3.23 3.19 2.80 0.421
H 1.54 3.72 2.65 0.276
H 2.61 4.05 1.35 0.327
H 1.95 1.11 2.18 0.215
H 3.06 1.53 1.04 0.304
H 0.90 1.06 0.21 3.336
C 1.75 -1.69 1.58 -0.507
C 2.98 -2.38 2.19 -0.841
O 3.56 -1.53 3.12 -0.538
H 1.01 -1.38 2.32 0.682
H 1.33 -2.32 0.79 -0.533
H 2.03 -0.81 0.99 0.784
H 3.73 -2.51 1.41 0.303
H 2.78 -3.32 2.70 0.338
H 2.95 -1.42 3.85 0.325
C -2.27 -0.66 1.35 -0.270
C -2.60 -2.11 1.25 -0.681
O -3.50 -2.44 2.30 -0.592
H -3.11 0.01 1.15 0.410
H -1.45 -0.44 0.67 1.161
H -1.90 -0.45 2.36 0.503
H -1.69 -2.70 1.34 0.232
H -3.12 -2.23 0.30 0.292
H -3.41 -3.38 2.52 0.400
C -1.61 3.51 -0.41 -1.536
C -1.35 2.32 0.57 1.224
O -1.74 2.71 1.89 -0.629
H -2.62 3.56 -0.82 0.259
H -0.94 3.44 -1.26 0.314
H -1.38 4.42 0.15 0.392
H -0.28 2.09 0.63 0.108
H -1.76 1.39 0.18 -1.272
H -1.07 3.35 2.14 0.519

---

16
Properties=species:S:1:pos:R:3:mulliken_charge:R:1 method="wB97M-V/def2-TZVPD" max_force_ev_per_a=4.239 homo_ev=-8.577 spin_multiplicity=1
Be -0.41 0.22 -0.05 -0.002
C -0.37 0.02 -3.10 -1.064
H 0.69 0.22 -3.01 0.222
H -0.55 -0.99 -3.47 0.265
H -0.84 0.76 -3.76 0.297
H -0.93 0.13 -2.03 -0.139
H -1.35 0.00 -1.00 0.218
N -0.20 -0.92 1.19 -0.284
C 0.52 -0.18 2.29 -0.429
C 0.86 1.20 1.72 0.649
O 1.47 2.00 2.39 -0.562
O 0.37 1.38 0.49 -0.385
H -1.01 -1.38 1.62 0.333
H 0.41 -1.72 0.97 0.341
H -0.12 -0.07 3.17 0.262
H 1.45 -0.68 2.57 0.277

---

Values of molar mass, in order: 162.1, 102.2, 79.1, 121.1, 208.3, 116.6, 81.1, 76.1, 761.6, 221.3, 372.5, 100.1, all in g mol⁻¹.